1.
# C39H51BN6O3P2Ti

A molecular structure, C39H51BN6O3P2Ti at a distorted geometry (ωB97M-V/def2-TZVPD, the OMol25 dataset).

Computed properties:
- Multiplicity: 3
- ⟨S²⟩: 2.006
- Relative energy (zero: lowest compared OMol25 entry of this formula, charge and spin): 16.4 kcal per mole
- Kohn-Sham gap (spin up / spin down): 7.79 / 8.20 eV
- Max |F|: 1.35 eV/A
- Molecular weight: 772.50 Da
- HOMO (spin up / spin down): -7.216 / -7.812 eV

Each line ends with the Löwdin spin population.
CARTESIAN COORDINATES (ANGSTROEM)
N -1.706 -1.488 1.897  0.003
H -3.396 2.757 4.295  0.000
H -0.157 3.996 -0.898  0.000
C -3.379 1.869 3.666  0.000
H 3.983 1.515 -0.724  0.000
H 4.651 -1.138 3.363  0.000
H 4.554 -5.402 0.602  0.000
H -0.884 -4.325 3.184  0.000
H 3.714 2.313 2.268  0.000
C -1.428 2.434 -1.743  0.000
C 3.627 -1.350 3.052  0.001
C 4.275 -0.169 0.581  0.000
H -4.300 1.840 3.082  0.000
C -0.729 3.790 -1.793  0.000
H -4.267 -1.513 -6.383  0.000
H -4.108 -2.610 3.054  0.000
H -1.479 4.576 -1.899  0.000
H 2.827 -6.447 2.050  0.000
C -3.132 -0.763 -1.984  0.002
C -4.468 -0.797 -1.555  0.000
C 1.454 -4.822 1.838  0.000
H -3.116 -3.449 4.252  0.000
B -2.636 -0.301 1.599  0.005
H 4.219 5.227 0.745  0.000
H 3.496 -1.997 -2.121  0.000
H -1.924 -1.428 -7.188  0.000
H 1.981 -2.026 0.049  0.002
C 3.360 -3.654 0.233  0.000
H 5.175 0.331 0.948  0.000
C -2.215 2.300 -3.045  0.000
C 3.319 4.660 0.950  0.000
C 2.991 3.557 0.178  0.000
C 2.165 -2.995 0.481  0.003
C -1.983 -2.496 2.742  0.001
C 3.616 -4.895 0.794  0.000
O 0.110 -1.704 -1.447  0.290
N -0.543 -1.708 1.228  0.004
C -2.727 -0.968 -3.399  0.002
H -2.672 3.260 -3.294  0.000
H 3.372 1.512 -3.277  0.000
H 4.112 -3.197 -0.398  0.000
C 1.328 4.297 2.249  0.000
H 4.512 -1.231 0.478  0.000
C 3.927 0.429 -0.804  0.004
H 1.948 -1.953 -2.964  0.000
C -0.271 2.463 1.775  0.003
O -0.759 -2.698 -1.367  0.676
C -2.174 1.925 2.782  0.003
C -0.969 -3.409 2.624  0.000
O -0.511 1.362 -1.530  -0.008
H -2.149 2.461 -0.916  0.001
H -1.544 2.010 -3.859  0.000
N -0.705 1.324 1.213  0.011
H 3.595 -2.325 2.566  0.000
H 2.987 -1.390 3.935  0.000
C 2.479 5.024 1.993  0.000
C -0.078 -2.886 1.668  0.001
N -2.352 -0.502 -0.918  0.011
N -1.860 1.005 1.857  0.007
C 2.650 -5.478 1.600  0.000
H 4.732 1.173 3.181  0.000
H 1.956 2.324 -2.544  0.000
H -6.534 -0.550 0.167  0.000
H 2.723 5.882 2.609  0.000
H 4.689 0.105 -1.516  0.000
H -1.141 3.754 3.380  0.000
H -0.616 -0.695 -3.199  0.001
H -5.596 -1.306 1.461  0.000
C 1.841 2.828 0.440  0.004
Ti -0.371 -0.116 -0.481  0.936
C -3.456 -1.352 -5.684  0.000
C -3.736 -1.199 -4.335  0.000
H -0.103 -1.026 -5.557  0.000
C 2.814 -1.359 -2.680  -0.001
H 1.716 1.063 -3.753  0.000
H -3.362 0.990 4.310  0.000
C 2.350 1.380 -2.922  0.000
C -4.451 -0.568 -0.202  0.002
H 0.718 -5.314 2.459  0.000
C 0.980 3.192 1.470  0.000
H -4.768 -1.267 -4.019  0.000
C -3.183 -2.557 3.631  0.000
P 2.277 0.066 -1.636  0.006
C -2.147 -1.296 -6.136  0.000
C -1.132 -1.069 -5.220  0.000
P 2.997 -0.028 1.919  0.005
H 0.702 4.601 3.077  0.000
H 1.563 1.991 -0.179  0.003
C -1.189 2.879 2.754  0.001
C -5.609 -0.489 0.738  0.000
H -5.349 -0.971 -2.149  0.000
H 3.324 -0.994 -3.572  0.000
H -3.012 1.567 -2.977  0.000
C 1.186 -3.562 1.294  0.001
H -5.607 0.451 1.290  0.000
H 3.096 1.569 3.749  0.000
H 3.637 3.277 -0.646  0.000
H -3.246 -1.685 4.284  0.000
C 3.712 1.398 2.862  0.001
H -0.056 3.828 -2.657  0.000
N -3.170 -0.407 0.159  0.012
C -1.418 -0.895 -3.875  0.004
H -3.569 -0.337 2.339  0.000

Atoms 1-2, force components in eV/Å:
N -0.253 0.041 0.026
H -0.011 0.008 0.009

2.
# C11H24NO6S

2 unconnected molecules or ions with the total composition C11H24NO6S at a distorted geometry (ωB97M-V/def2-TZVPD, the OMol25 dataset).

Computed properties:
- Net charge: +1
- Kohn-Sham gap: 9.81 eV
- Max |F|: 6.12 eV/A
- Molecular weight: 298.38 Da
- HOMO: -12.842 eV

Each line ends with the Mulliken charge.
CARTESIAN COORDINATES (ANGSTROEM)
H -1.021 -2.242 -4.704  0.346
C 0.769 -0.032 -3.233  -0.596
H 2.677 1.910 7.046  0.293
H -2.240 -1.674 -3.457  0.250
O 0.830 0.705 3.861  -0.315
C -1.148 -2.115 -3.527  -0.673
C -0.421 1.150 3.340  -0.448
H 2.043 1.519 -2.067  0.366
H -0.959 2.042 -2.553  0.352
H 1.865 -2.337 -1.762  0.364
H -1.162 -4.333 -3.507  0.289
C 1.031 0.919 -1.886  -0.682
H 0.362 -4.593 -1.550  0.369
O 2.565 1.006 5.174  -0.312
O -3.923 1.808 -0.097  -0.466
H 1.810 -0.300 -3.743  0.308
H 1.195 0.293 -0.908  0.361
C 0.064 -1.405 -2.682  0.360
C 0.989 -2.755 -2.435  -0.675
O -2.534 0.169 -1.602  -0.598
H 4.193 1.263 6.389  0.222
H 0.310 3.129 -1.674  0.375
H -0.302 2.099 2.808  0.227
H -0.777 0.400 2.628  0.142
N -0.043 -3.645 -1.710  -0.155
H -4.038 2.079 0.861  0.383
H -0.163 1.508 0.653  0.058
C 1.390 1.548 4.764  0.733
H -0.284 -1.160 -1.591  -0.137
H 0.127 0.564 -4.026  0.320
H -1.262 3.006 0.116  0.452
C -0.909 1.905 -0.176  -0.429
H -2.291 -3.565 -2.057  0.352
C -0.176 2.040 -1.661  -0.630
H -0.282 -3.299 -0.732  0.384
H -1.162 1.243 4.141  0.367
C -1.271 -3.525 -2.635  -0.507
C 3.270 1.791 6.133  -0.612
O 0.919 2.610 5.143  -0.534
H 1.287 -3.144 -3.524  0.344
H 3.536 2.767 5.713  0.291
S -2.472 0.857 -0.204  1.090
O -2.387 -0.208 0.932  -0.630

Atoms 1-2, force components in eV/Å:
H 0.444 -0.117 2.742
C 0.686 -0.355 0.790